# 1
CH4NO2 | ωB97M-V/def2-TZVPD

ORCA input file:
```
! RIJCOSX wB97M-V def2-TZVPD def2/J DEFGRID3
* xyz 0 2
O -2.7083 -1.0509 0.3283
H -2.1533 -1.5604 -0.3354
C 0.8528 0.6118 0.1826
N 1.5165 1.2957 -0.9199
O 0.7800 -0.5607 0.4832
H -1.9416 -0.8477 0.8742
H 2.0650 0.6626 -1.4519
H 1.8887 2.1416 -0.5181
*
```

Values from the calculation:
Energy relative to the best compared isomer or geometry (same formula, charge and spin)   7.7 kcal per mole
E_tot   -6685.1100 eV
Lowest unoccupied orbital energy (alpha / beta)   0.885 / -0.785 eV

# 2
CH4NO2 | ωB97M-V/def2-TZVPD

ORCA input file:
```
! RIJCOSX wB97M-V def2-TZVPD def2/J DEFGRID3
* xyz 1 1
C 0.5313 0.2733 1.0269
N 0.0588 -0.7743 0.3429
O -0.8070 0.1039 -2.0459
O -0.5032 -1.2140 -0.5288
H 0.4343 0.2152 2.1601
H 0.0501 1.2718 0.8716
H 1.5926 0.3979 0.9679
H -1.3568 -0.2738 -2.7947
*
```

Values from the calculation:
Energy relative to the best compared isomer or geometry (same formula, charge and spin)   182.7 kcal per mole
E_tot   -6671.9726 eV
Lowest unoccupied orbital energy (alpha / beta)   -7.518 / -8.012 eV

# 3
CH4NO2 | ωB97M-V/def2-TZVPD

ORCA input file:
```
! RIJCOSX wB97M-V def2-TZVPD def2/J DEFGRID3
* xyz 1 1
C 0.8155 -0.8910 -0.1247
N 0.2221 0.1689 -0.8060
O -1.3318 1.5699 1.0812
O -0.5186 1.0553 -0.6850
H 0.6475 -0.9843 0.9830
H 1.8553 -0.9544 -0.3497
H 0.4858 -1.8397 -0.7329
H -2.1758 1.8752 0.6342
*
```

Values from the calculation:
Energy relative to the best compared isomer or geometry (same formula, charge and spin)   194.5 kcal per mole
E_tot   -6671.4597 eV
Lowest unoccupied orbital energy (alpha / beta)   -8.800 / -8.799 eV

# 4
CH4NO3 | ωB97M-V/def2-TZVPD

ORCA input file:
```
! RIJCOSX wB97M-V def2-TZVPD def2/J DEFGRID3
* xyz -1 1
N -1.1493 -1.1415 -0.2864
C -1.2951 0.3037 -0.2545
O -0.2497 0.9394 0.0075
O -2.4464 0.7220 -0.4830
H -1.8759 -1.5131 -0.8846
H -0.2371 -1.3821 -0.6538
H 2.4245 1.1165 0.2219
H 2.0152 0.3961 1.4260
O 2.8138 0.5590 0.9069
*
```

Values from the calculation:
Energy relative to the best compared isomer or geometry (same formula, charge and spin)   5.1 kcal per mole
E_tot   -8736.7199 eV
Lowest unoccupied orbital energy   4.415 eV

# 5
CH4NO3S | ωB97M-V/def2-TZVPD

ORCA input file:
```
! RIJCOSX wB97M-V def2-TZVPD def2/J DEFGRID3
* xyz -1 1
C 1.5611 -0.0130 0.1022
O 0.4093 0.4659 -0.4871
S -1.1024 0.0990 0.1536
N -1.9878 0.7669 -0.8617
O -1.2877 0.7723 1.4402
O -1.0745 -1.4794 0.3553
H 1.3656 -0.8272 0.8423
H 2.1607 0.7785 0.5592
H 2.0819 -0.7124 -0.4751
H -2.1263 0.1493 -1.6291
*
```

Values from the calculation:
SMILES string   CO[S@](=N)(=O)[O-]
Energy relative to the best compared isomer or geometry (same formula, charge and spin)   30.5 kcal per mole
E_tot   -19569.4103 eV
Lowest unoccupied orbital energy   4.166 eV

# 6
CH4NOPS | ωB97M-V/def2-TZVPD

ORCA input file:
```
! RIJCOSX wB97M-V def2-TZVPD def2/J DEFGRID3
* xyz 0 1
O -0.1311 1.6500 0.1569
C 0.1829 0.5184 -0.0652
P 1.9260 -0.0884 -0.2866
N -0.7308 -0.5114 -0.0998
S -2.4190 -0.2103 0.0953
H 2.3284 0.2531 1.0383
H 1.6314 -1.4137 0.1002
H -0.3425 -1.3385 -0.5381
H -2.4452 1.1407 -0.4010
*
```

Values from the calculation:
SMILES string   O=C(P)NS
Energy relative to the best compared isomer or geometry (same formula, charge and spin)   4.1 kcal per mole
E_tot   -24762.3189 eV
Lowest unoccupied orbital energy   0.569 eV

# 7
CH4NOPS2 | ωB97M-V/def2-TZVPD

ORCA input file:
```
! RIJCOSX wB97M-V def2-TZVPD def2/J DEFGRID3
* xyz 0 1
N -0.7233 1.1167 0.8543
P 0.4020 0.0417 0.3423
S 2.1953 0.7419 -0.0507
S 0.2441 -1.7593 1.4698
C -0.1780 -0.3649 -1.3220
O 0.1226 -1.3297 -1.9491
H -0.7830 1.6387 1.7820
H -1.0545 1.8326 0.1301
H 0.5080 -2.4519 0.4386
H -0.7331 0.5342 -1.6952
*
```

Values from the calculation:
SMILES string   N[P@@](=S)(S)C=O
Energy relative to the best compared isomer or geometry (same formula, charge and spin)   14.5 kcal per mole
E_tot   -35598.7499 eV
Lowest unoccupied orbital energy   0.012 eV

# 8
CH4NP | ωB97M-V/def2-TZVPD

ORCA input file:
```
! RIJCOSX wB97M-V def2-TZVPD def2/J DEFGRID3
* xyz 0 1
H -2.1962 0.5684 0.3924
N -1.2690 0.7130 -0.0175
C -0.2998 -0.1808 0.2361
P 1.4071 0.3236 0.0384
H -0.2605 -1.1408 0.9466
H 0.9609 0.8055 -1.1279
H 1.6574 -1.0890 -0.4680
*
```

Values from the calculation:
SMILES string   [H]/N=C/P
Energy relative to the best compared isomer or geometry (same formula, charge and spin)   26.6 kcal per mole
E_tot   -11878.3562 eV
Lowest unoccupied orbital energy   0.684 eV

# 9
CH4NP | ωB97M-V/def2-TZVPD

ORCA input file:
```
! RIJCOSX wB97M-V def2-TZVPD def2/J DEFGRID3
* xyz 0 1
C 0.9320 -0.1790 0.2857
N 0.6780 0.9138 -0.2477
P -2.4918 -0.1832 0.1443
H -2.6528 -0.9690 -1.1284
H 1.9004 -0.3385 0.8607
H 0.2107 -0.9089 0.2009
H 1.4235 1.6648 -0.1155
*
```

Values from the calculation:
Energy relative to the best compared isomer or geometry (same formula, charge and spin)   68.2 kcal per mole
E_tot   -11876.5524 eV
Lowest unoccupied orbital energy (alpha / beta)   -1.197 / -1.213 eV

# 10
CH4O | ωB97M-V/def2-TZVPD

ORCA input file:
```
! RIJCOSX wB97M-V def2-TZVPD def2/J DEFGRID3
* xyz 0 1
C -0.0359 0.3282 0.1540
O 0.4819 -0.6339 -0.7410
H -0.7876 1.0012 -0.2586
H -0.3440 -0.2675 1.0132
H 0.7391 1.0012 0.5209
H -0.0535 -1.4290 -0.6885
*
```

Values from the calculation:
SMILES string   CO
Energy relative to the best compared isomer or geometry (same formula, charge and spin)   3.3 kcal per mole
E_tot   -3148.6681 eV
Lowest unoccupied orbital energy   1.044 eV

# 11
CH4O2 | ωB97M-V/def2-TZVPD

ORCA input file:
```
! RIJCOSX wB97M-V def2-TZVPD def2/J DEFGRID3
* xyz 0 1
C -0.8026 -0.0883 0.7213
O -1.8147 0.0678 1.4093
H -1.0377 -0.4684 -0.3013
H 0.2703 0.1211 0.9459
O 0.8016 -0.0257 -0.7456
H 0.8531 0.7339 -1.3689
H 1.7301 -0.3404 -0.6608
*
```

Values from the calculation:
SMILES string   C=O.O
Energy relative to the best compared isomer or geometry (same formula, charge and spin)   32.1 kcal per mole
E_tot   -5194.6326 eV
Lowest unoccupied orbital energy   0.379 eV

# 12
CH4O2 | ωB97M-V/def2-TZVPD

ORCA input file:
```
! RIJCOSX wB97M-V def2-TZVPD def2/J DEFGRID3
* xyz 0 1
C 0.5875 -1.1695 0.3552
O 1.4598 -0.3540 0.2259
H 0.1493 -1.7629 -0.4736
H 0.1578 -1.4315 1.3457
O -0.7073 1.8578 -0.7356
H -0.1037 1.4692 -0.0930
H -1.5433 1.3908 -0.6247
*
```

Values from the calculation:
SMILES string   C=O.O
Energy relative to the best compared isomer or geometry (same formula, charge and spin)   4.8 kcal per mole
E_tot   -5195.8153 eV
Lowest unoccupied orbital energy   0.383 eV

# 13
CH4O2 | ωB97M-V/def2-TZVPD

ORCA input file:
```
! RIJCOSX wB97M-V def2-TZVPD def2/J DEFGRID3
* xyz 0 1
C -1.0450 0.3879 -0.2657
O -1.9140 -0.3291 0.1554
H -0.3532 0.0064 -0.9791
H -1.1234 1.4720 0.0370
O 1.2602 -0.8299 0.5320
H 1.0568 0.1061 0.4346
H 2.1187 -0.8134 0.0858
*
```

Values from the calculation:
SMILES string   C=O.O
Energy relative to the best compared isomer or geometry (same formula, charge and spin)   12.8 kcal per mole
E_tot   -5195.4704 eV
Lowest unoccupied orbital energy   0.575 eV

# 14
CH4O2P | ωB97M-V/def2-TZVPD

ORCA input file:
```
! RIJCOSX wB97M-V def2-TZVPD def2/J DEFGRID3
* xyz -1 1
C 0.3064 0.2719 -0.1659
P 0.2543 -0.8496 1.2525
O 0.0504 -0.1678 2.7316
O 1.4450 -1.6789 1.0930
H 1.3438 0.6693 -0.0583
H 0.1551 -0.3173 -1.1519
H -0.4875 1.0405 -0.3793
H -1.0691 -1.5045 1.0898
*
```

Values from the calculation:
SMILES string   C[P@H](=O)[O-]
Energy relative to the best compared isomer or geometry (same formula, charge and spin)   9.2 kcal per mole
E_tot   -14487.7512 eV
Lowest unoccupied orbital energy   4.544 eV

# 15
CH4O2P2 | ωB97M-V/def2-TZVPD

ORCA input file:
```
! RIJCOSX wB97M-V def2-TZVPD def2/J DEFGRID3
* xyz 0 1
C 0.0139 0.0690 0.8479
O 3.4677 2.4470 1.9491
O 1.6660 0.8831 1.8422
P 2.4166 1.9880 1.0386
P 0.1131 1.1404 -0.5932
H 0.4181 -0.9353 0.8459
H -0.7244 0.2919 1.6015
H -0.9875 0.5018 -1.2014
H 1.0557 0.3664 -1.2847
*
```

Values from the calculation:
Energy relative to the best compared isomer or geometry (same formula, charge and spin)   68.1 kcal per mole
E_tot   -23772.2058 eV
Lowest unoccupied orbital energy   -1.269 eV

# 16
CH4O2P2 | ωB97M-V/def2-TZVPD

ORCA input file:
```
! RIJCOSX wB97M-V def2-TZVPD def2/J DEFGRID3
* xyz 0 1
C 1.2001 0.0589 -1.3432
O -0.2048 -1.3752 1.0040
O -2.3133 -0.1976 1.7190
P -1.3507 -0.6250 0.5051
P 0.4324 1.2145 -0.3987
H 0.8272 -0.9406 -1.3337
H 2.1198 0.2806 -1.9166
H -2.0892 -0.5443 2.5357
H 1.3785 2.1287 -0.7717
*
```

Values from the calculation:
Energy relative to the best compared isomer or geometry (same formula, charge and spin)   38.7 kcal per mole
E_tot   -23773.4805 eV
Lowest unoccupied orbital energy   -0.082 eV

# 17
CH4O2S | ωB97M-V/def2-TZVPD

ORCA input file:
```
! RIJCOSX wB97M-V def2-TZVPD def2/J DEFGRID3
* xyz 0 1
O 2.8561 1.0103 -0.3138
C 2.5711 0.1657 -1.0794
O 1.3131 -0.4947 -0.9679
H 3.0180 -0.1307 -2.1214
H 0.7757 0.1920 -0.5974
S -2.9326 -0.2456 1.4783
H -4.0442 0.3268 0.9806
H -3.5571 -0.8237 2.6211
*
```

Values from the calculation:
SMILES string   O=CO.S
Energy relative to the best compared isomer or geometry (same formula, charge and spin)   16.1 kcal per mole
E_tot   -16031.3783 eV
Lowest unoccupied orbital energy   0.649 eV

# 18
CH4O2S | ωB97M-V/def2-TZVPD

ORCA input file:
```
! RIJCOSX wB97M-V def2-TZVPD def2/J DEFGRID3
* xyz 0 1
C -0.1448 1.5241 0.9908
O 1.3497 -2.0167 -0.3869
O -1.0726 -1.9050 -0.6852
S 0.2301 -1.1853 -0.7970
H -0.9132 1.9674 0.5165
H -0.4619 0.6105 1.3370
H 0.6447 2.1165 1.1882
H 0.3680 -1.1115 -2.1633
*
```

Values from the calculation:
Energy relative to the best compared isomer or geometry (same formula, charge and spin)   113.3 kcal per mole
E_tot   -16027.1630 eV
Lowest unoccupied orbital energy (alpha / beta)   -2.706 / -0.529 eV

# 19
CH4O2S | ωB97M-V/def2-TZVPD

ORCA input file:
```
! RIJCOSX wB97M-V def2-TZVPD def2/J DEFGRID3
* xyz 0 1
C 0.4240 -0.3093 0.8329
O 0.0475 0.2641 1.9912
O 0.1274 -0.5089 -1.6669
S -0.6917 -1.2557 -2.6455
H 0.7516 0.2256 -0.1063
H 0.0628 1.2432 1.9709
H 0.1077 -1.2446 0.5937
H -1.8061 -0.3959 -2.9594
*
```

Values from the calculation:
Energy relative to the best compared isomer or geometry (same formula, charge and spin)   101.7 kcal per mole
E_tot   -16027.6667 eV
Lowest unoccupied orbital energy (alpha / beta)   -1.365 / 0.673 eV

# 20
CH4O2S2 | ωB97M-V/def2-TZVPD

ORCA input file:
```
! RIJCOSX wB97M-V def2-TZVPD def2/J DEFGRID3
* xyz 0 1
C -1.4383 -0.8357 1.7984
O 0.8209 -0.7584 -0.7760
O -0.9877 0.2283 1.5134
S 2.1494 0.2174 1.3716
S 1.0614 0.4787 -0.1330
H 0.8491 1.2307 -4.0572
H -1.0045 -1.7859 1.3461
H -2.1573 -0.8146 2.6120
H 0.7070 2.0395 -3.6753
*
```

Values from the calculation:
Energy relative to the best compared isomer or geometry (same formula, charge and spin)   67.7 kcal per mole
E_tot   -26864.2096 eV
Lowest unoccupied orbital energy (alpha / beta)   -1.175 / -1.176 eV